Below is a structure of composition C80H201CdN12O36, with properties calculated with the ωB97M-V functional and the def2-TZVPD basis.

Values from the calculation:
* electronic energy: -182355.0424 eV
* frontier orbital gap: 0.185 hartree
* charge: -1

Last column: Mulliken charge in e.
Cartesian coordinates (Å):
Cd -18.21 25.34 4.40  3.852
C -20.83 24.46 7.81  -0.875
C -21.33 23.24 8.12  0.022
C -20.89 21.96 7.43  1.038
O -21.19 20.77 7.88  -0.806
C -20.08 22.00 6.35  -1.447
C -19.63 23.26 5.81  1.248
C -19.85 24.59 6.67  0.850
O -19.28 25.65 6.24  -1.024
O -19.11 23.51 4.66  -1.449
O -22.16 23.27 9.14  -0.783
H -21.21 25.41 8.16  0.292
H -19.82 21.04 5.92  0.858
C -16.33 24.68 0.30  1.430
C -16.06 24.83 1.76  -0.027
O -17.20 24.86 2.63  -0.640
H -16.75 25.61 -0.08  -0.306
H -16.93 23.82 0.01  -0.536
H -15.35 24.57 -0.16  0.015
H -15.53 25.77 1.92  -0.349
H -15.39 24.05 2.11  -0.833
O -17.03 21.74 2.48  1.659
H -17.08 22.69 2.36  -0.540
H -17.88 21.42 2.20  -1.576
O -19.13 28.62 2.07  0.216
H -19.02 28.98 1.19  -0.134
H -18.73 29.27 2.64  0.035
O -19.76 26.28 3.28  -0.740
H -20.64 26.06 2.97  0.392
H -19.52 27.06 2.78  -0.103
O -15.08 22.26 4.58  1.247
H -14.29 21.86 4.22  -0.206
H -15.73 22.18 3.88  -0.510
O -16.42 24.59 5.50  3.015
H -15.93 23.82 5.20  -1.316
H -16.00 24.85 6.32  -0.175
O -17.56 27.36 4.76  -0.127
H -17.53 27.93 5.52  0.097
H -17.55 27.96 4.01  -0.555
O -9.77 24.35 0.34  -0.798
H -10.38 24.99 -0.03  0.326
H -10.33 23.75 0.84  0.525
C -15.15 20.62 9.90  -0.349
O -16.38 21.31 9.93  -0.470
C -16.62 22.11 8.76  -0.488
C -16.80 21.27 7.44  0.541
N -17.91 20.32 7.41  0.066
C -17.63 19.16 6.59  -1.565
C -17.25 19.42 5.18  2.226
O -17.26 18.14 4.51  -0.571
C -17.02 18.20 3.10  -0.068
H -15.20 19.72 9.30  0.179
H -14.83 20.39 10.92  0.308
H -14.37 21.30 9.56  -0.041
H -15.80 22.80 8.54  0.145
H -17.49 22.74 8.93  0.217
H -15.82 20.84 7.19  0.183
H -16.98 21.97 6.62  -0.074
H -18.73 20.77 7.04  -0.751
H -18.56 18.59 6.60  0.489
H -16.84 18.55 7.03  0.356
H -16.23 19.79 5.18  -0.573
H -17.88 20.13 4.64  -0.541
H -15.97 18.35 2.84  0.108
H -17.60 19.00 2.64  -0.174
H -17.38 17.29 2.62  0.393
C -13.32 19.79 4.60  -0.985
O -13.23 20.83 3.65  -0.192
C -12.77 20.49 2.36  -0.777
C -12.48 21.72 1.50  0.988
N -11.26 22.40 1.92  -0.238
C -11.31 23.24 3.09  -1.701
C -12.31 24.45 3.12  1.706
O -12.08 25.45 4.06  -0.619
C -13.09 26.44 4.01  0.561
H -12.43 19.19 4.77  0.407
H -14.17 19.14 4.42  0.173
H -13.54 20.19 5.59  0.143
H -13.45 19.74 1.95  0.223
H -11.82 19.97 2.54  0.422
H -13.39 22.32 1.39  -0.680
H -12.38 21.41 0.45  -0.416
H -10.58 21.67 2.11  0.240
H -10.33 23.66 3.33  0.569
H -11.55 22.71 4.00  0.405
H -13.33 24.09 3.31  -0.425
H -12.28 24.95 2.15  -0.159
H -12.98 27.05 3.12  -0.691
H -13.05 27.20 4.80  0.443
H -14.12 26.10 3.95  -0.301
C -15.82 27.20 11.53  -0.871
O -16.16 26.66 10.33  -0.253
C -15.77 27.35 9.16  -1.052
C -16.08 26.46 7.92  0.490
N -15.15 25.33 7.86  -0.558
C -13.91 25.54 7.15  -0.195
C -12.98 24.32 7.27  -0.079
O -12.36 24.26 8.56  -0.495
C -11.35 23.24 8.59  -0.768
H -14.75 27.20 11.72  0.316
H -16.41 26.64 12.26  0.243
H -16.15 28.23 11.68  0.321
H -14.72 27.64 9.21  0.352
H -16.34 28.28 9.13  0.595
H -16.32 26.93 6.96  -0.972
H -17.04 26.04 8.22  0.344
H -14.93 25.17 8.84  0.668
H -13.31 26.35 7.57  0.396
H -14.23 25.79 6.13  -0.262
H -12.21 24.30 6.49  0.383
H -13.58 23.43 7.08  0.096
H -10.73 23.40 9.47  0.315
H -10.71 23.45 7.73  0.335
H -11.64 22.19 8.66  0.213
C -10.58 26.32 -5.01  -0.643
O -10.97 27.02 -3.84  -0.373
C -10.39 26.60 -2.63  -0.808
C -11.17 27.27 -1.47  0.322
N -10.65 26.77 -0.16  0.375
C -11.31 27.35 0.98  -1.051
C -10.91 28.79 1.39  -0.704
O -11.68 29.67 0.57  -0.068
C -11.76 30.98 1.01  -0.459
H -9.50 26.23 -5.07  0.369
H -10.95 26.72 -5.95  0.258
H -11.06 25.34 -4.97  0.112
H -9.34 26.91 -2.64  0.665
H -10.39 25.51 -2.58  0.346
H -12.25 27.11 -1.56  -0.519
H -11.05 28.35 -1.50  0.337
H -9.68 27.00 -0.06  0.402
H -11.14 26.66 1.80  0.477
H -12.40 27.41 0.89  -0.056
H -9.84 28.90 1.20  0.334
H -11.14 28.92 2.45  0.459
H -12.17 30.86 2.02  0.042
H -12.51 31.39 0.34  0.155
H -10.83 31.55 0.95  0.253
C -14.48 29.75 -0.81  -0.439
O -15.85 29.85 -1.10  -0.553
C -16.68 28.69 -0.94  0.846
C -18.16 28.77 -1.27  0.253
N -18.76 29.81 -0.41  -0.396
C -20.09 30.16 -0.85  -0.905
C -20.68 31.16 0.18  -0.638
O -21.84 31.61 -0.55  -0.441
C -22.53 32.53 0.33  -0.759
H -14.11 30.77 -0.66  0.246
H -13.86 29.30 -1.59  0.372
H -14.31 29.20 0.11  -0.068
H -16.52 28.16 0.00  -0.004
H -16.28 27.97 -1.65  -0.478
H -18.59 27.79 -1.09  -1.185
H -18.16 29.10 -2.31  0.926
H -18.16 30.60 -0.61  0.374
H -20.72 29.33 -1.19  0.232
H -19.91 30.72 -1.77  0.450
H -20.03 31.92 0.59  0.770
H -20.92 30.45 0.97  0.245
H -23.33 33.03 -0.21  0.282
H -21.78 33.24 0.68  0.330
H -23.00 31.95 1.12  0.264
C -19.34 21.11 -2.78  -0.322
O -19.59 20.95 -1.44  -0.736
C -18.80 21.92 -0.66  -0.249
C -19.54 21.92 0.70  0.582
N -19.39 20.63 1.38  0.979
C -20.19 20.45 2.56  -0.433
C -21.71 20.45 2.36  0.127
O -22.24 19.22 1.93  -0.407
C -23.67 19.20 1.85  -0.808
H -18.32 20.81 -3.02  -0.138
H -19.50 22.13 -3.12  -0.041
H -19.98 20.41 -3.33  0.461
H -18.85 22.89 -1.14  0.726
H -17.75 21.64 -0.66  -0.509
H -20.55 22.11 0.33  0.079
H -19.26 22.73 1.38  -0.251
H -19.51 19.97 0.62  -0.540
H -19.83 21.20 3.26  -0.816
H -19.90 19.47 2.94  0.606
H -22.05 21.22 1.67  -0.642
H -22.23 20.57 3.31  0.650
H -24.18 19.16 2.81  0.271
H -24.03 18.36 1.26  0.342
H -23.99 20.11 1.35  0.265
C -24.86 22.20 -5.10  -0.806
O -24.58 23.37 -4.31  -0.277
C -25.61 23.73 -3.32  -1.035
C -25.09 24.70 -2.18  -0.444
N -24.36 24.13 -1.06  -0.443
C -23.00 23.66 -1.39  -0.269
C -21.95 24.71 -1.73  -0.242
O -21.47 25.28 -0.56  0.893
C -20.57 26.34 -0.79  -1.521
H -24.51 21.32 -4.58  0.309
H -24.38 22.11 -6.07  0.272
H -25.91 22.13 -5.40  0.309
H -26.05 22.91 -2.76  0.396
H -26.41 24.18 -3.92  0.511
H -25.97 25.14 -1.72  0.583
H -24.54 25.52 -2.65  0.210
H -24.14 24.97 -0.55  0.268
H -23.12 22.88 -2.14  0.528
H -22.69 23.13 -0.50  -0.724
H -22.30 25.46 -2.44  0.342
H -21.10 24.26 -2.24  -0.101
H -19.65 25.92 -1.19  0.058
H -20.45 26.85 0.17  0.291
H -21.07 27.13 -1.35  0.254
C -17.49 33.18 6.69  -0.906
O -17.69 32.07 5.81  -0.233
C -17.87 32.50 4.44  -0.874
C -18.42 31.29 3.78  -0.380
N -17.50 30.20 3.68  0.642
C -16.36 30.46 2.80  -1.203
C -15.34 29.39 2.97  0.861
O -14.76 29.13 4.28  0.455
C -14.09 30.22 4.82  -0.854
H -18.28 33.91 6.51  0.341
H -16.56 33.72 6.50  0.329
H -17.56 32.97 7.76  0.273
H -16.94 32.92 4.04  0.342
H -18.67 33.23 4.28  0.581
H -18.70 31.58 2.76  -0.203
H -19.36 31.00 4.25  0.474
H -17.13 30.12 4.62  0.291
H -15.90 31.43 3.00  0.459
H -16.62 30.53 1.74  -0.106
H -14.52 29.78 2.37  0.007
H -15.68 28.45 2.55  -0.615
H -14.79 30.96 5.21  0.185
H -13.37 30.64 4.11  0.098
H -13.51 29.80 5.65  0.238
C -19.73 17.45 0.53  -0.508
O -18.47 17.09 0.10  -0.527
C -17.72 18.18 -0.48  1.030
C -16.35 17.60 -0.91  -0.230
N -16.58 16.87 -2.20  -0.298
C -16.49 17.72 -3.37  1.914
C -17.00 16.91 -4.58  -0.504
O -17.55 17.78 -5.66  -0.234
C -17.79 17.04 -6.79  -0.740
H -20.48 16.70 0.27  0.492
H -20.09 18.28 -0.08  0.153
H -19.69 17.75 1.58  0.130
H -17.56 19.00 0.23  -0.643
H -18.18 18.63 -1.37  0.399
H -16.08 16.88 -0.14  0.491
H -15.56 18.35 -0.94  -0.783
H -17.43 16.34 -2.10  0.408
H -15.50 18.13 -3.54  -0.786
H -17.16 18.57 -3.29  -0.709
H -17.73 16.13 -4.34  0.397
H -16.07 16.41 -4.86  0.037
H -18.71 16.46 -6.72  0.334
H -16.98 16.41 -7.15  0.175
H -18.00 17.69 -7.64  0.267
C -18.22 23.19 -6.30  -0.829
O -17.38 23.85 -5.34  -0.304
C -18.01 24.82 -4.56  -0.841
C -16.90 25.29 -3.61  1.135
N -15.80 25.93 -4.25  -0.170
C -14.56 26.12 -3.46  0.226
C -13.79 24.93 -2.94  1.432
O -13.12 24.32 -4.06  -0.290
C -13.05 22.93 -3.93  -0.832
H -17.53 22.99 -7.12  0.253
H -19.06 23.84 -6.57  0.375
H -18.47 22.22 -5.87  0.195
H -18.95 24.39 -4.20  0.429
H -18.21 25.61 -5.27  0.490
H -16.60 24.48 -2.94  -0.544
H -17.33 26.06 -2.96  -0.492
H -15.82 25.61 -5.20  0.395
H -14.79 26.84 -2.68  -0.911
H -13.92 26.70 -4.14  0.416
H -14.36 24.22 -2.34  -0.481
H -13.14 25.30 -2.15  -0.508
H -14.03 22.49 -4.09  0.241
H -12.70 22.65 -2.94  0.427
H -12.43 22.52 -4.72  0.276
C -15.22 21.08 -1.73  1.268
O -14.31 20.37 -2.58  -0.370
C -13.16 19.85 -1.86  0.343
C -12.20 19.13 -2.80  -1.405
N -12.81 17.82 -3.17  -0.195
C -11.87 17.16 -4.04  -0.755
C -12.42 15.83 -4.64  -0.796
O -13.42 15.92 -5.65  -0.289
C -13.72 14.72 -6.30  -0.732
H -14.55 21.72 -1.15  0.129
H -15.79 20.37 -1.13  -0.804
H -15.81 21.68 -2.42  -0.198
H -13.42 19.18 -1.04  0.172
H -12.50 20.62 -1.45  0.107
H -11.29 18.96 -2.22  0.541
H -12.01 19.83 -3.61  0.337
H -13.63 18.08 -3.69  0.028
H -10.85 17.04 -3.67  0.514
H -11.74 17.82 -4.91  0.357
H -12.63 15.02 -3.95  0.440
H -11.48 15.45 -5.06  0.465
H -13.60 13.83 -5.68  0.358
H -13.14 14.56 -7.21  0.306
H -14.77 14.75 -6.59  0.134
C -23.72 28.41 -0.27  -0.666
O -23.78 27.24 0.56  -0.251
C -23.39 27.43 1.92  -0.370
C -23.37 25.98 2.53  -0.690
N -22.13 25.21 2.40  0.655
C -22.18 23.80 2.79  2.691
C -22.66 23.53 4.23  -0.978
O -24.07 23.63 4.28  -0.497
C -24.72 22.59 3.46  -0.598
H -24.58 29.00 0.04  0.432
H -23.68 28.17 -1.33  0.290
H -22.82 29.01 -0.17  0.003
H -24.04 28.03 2.56  0.520
H -22.45 27.98 1.93  -0.235
H -24.15 25.37 2.09  0.235
H -23.63 26.06 3.58  0.816
H -21.94 25.14 1.41  -0.797
H -21.14 23.50 2.69  -1.703
H -22.68 23.18 2.05  0.350
H -22.15 24.13 4.99  0.365
H -22.35 22.53 4.53  0.305
H -25.74 22.41 3.80  0.405
H -24.20 21.63 3.40  0.133
H -24.81 22.93 2.43  0.112